[1]
# C5H10O

The molecule C5H10O (ωB97M-V with the def2-TZVPD basis set, OMol25).

## Properties
Lowest unoccupied orbital energy (spin up / spin down): 1.017 / 0.983 eV
Calculated total energy: -7391.4872 eV
Orbital gap (spin up / spin down): 7.67 / 8.05 eV
Energy above the lowest of the compared OMol25 structures with the same formula, charge and spin: 3.278 eV
HOMO (spin up / spin down): -6.65 / -7.07 eV

```
! RIJCOSX wB97M-V def2-TZVPD def2/J DEFGRID3
* xyz 0 1
C -1.68367 1.36465 0.05438
C -0.14756 1.38079 0.06824
C 0.44344 0.00876 0.00178
C 0.89016 -0.81231 1.14405
C 0.93599 -1.73599 -1.48351
O 0.52013 -0.51681 -1.17747
H -2.07543 0.78016 0.89441
H -2.04797 0.90659 -0.87122
H -2.09591 2.37741 0.11989
H 0.20895 1.87271 0.98149
H 0.21707 1.97774 -0.77729
H 1.88051 -1.24394 0.90206
H 0.95991 -0.22078 2.05954
H 0.23207 -1.67787 1.33579
H 0.91824 -2.49860 -0.71736
H 0.84406 -1.96252 -2.53479
*
```

[2]
# C5H10O

A cluster of 2 separate species, C5H10O in total (ωB97M-V with the def2-TZVPD basis set, OMol25).

## Properties
Structure (SMILES): C[C@H]1C=COC1.[H][H]
Lowest unoccupied orbital energy: 1.166 eV
Calculated total energy: -7392.5983 eV
Orbital gap: 9.57 eV
Energy above the lowest of the compared OMol25 structures with the same formula, charge and spin: 2.167 eV
HOMO: -8.40 eV

```
! RIJCOSX wB97M-V def2-TZVPD def2/J DEFGRID3
* xyz 0 1
C -0.79241 -1.79562 -0.33027
C 0.21389 -0.64894 -0.40030
C -0.53958 0.62007 -0.73196
C -0.63584 1.34149 0.38004
O 0.05956 0.86951 1.44600
C 0.81810 -0.25811 0.96492
H -1.26296 -1.93815 -1.30960
H -0.33436 -2.74020 -0.02143
H -1.58282 -1.53136 0.38127
H 1.02145 -0.89701 -1.10253
H -1.03835 0.83074 -1.66785
H -1.10518 2.30297 0.55274
H 1.86072 0.06999 0.86917
H 0.76007 -1.05011 1.71762
H 1.10066 2.18068 -0.60553
H 1.45707 2.64404 -0.14228
*
```

[3]
# C5H10O

A cluster of 2 separate species, C5H10O in total (ωB97M-V with the def2-TZVPD basis set, OMol25).

## Properties
Structure (SMILES): C=CCC.C=O
Lowest unoccupied orbital energy: 0.885 eV
Calculated total energy: -7393.0494 eV
Orbital gap: 10.77 eV
Energy above the lowest of the compared OMol25 structures with the same formula, charge and spin: 1.716 eV
HOMO: -9.89 eV

```
! RIJCOSX wB97M-V def2-TZVPD def2/J DEFGRID3
* xyz 0 1
C 0.32831 -1.41281 1.15330
C -0.25174 -1.08839 0.00021
C -1.53072 -0.29881 -0.10148
C -1.30087 1.20825 -0.25624
H 1.25643 -1.97606 1.19153
H -0.11318 -1.12104 2.10561
H 0.21950 -1.39202 -0.93629
H -2.11873 -0.66598 -0.95045
H -2.13054 -0.47632 0.79822
H -0.70888 1.43904 -1.14874
H -0.76969 1.60809 0.61455
H -2.25386 1.74001 -0.34319
C 2.34035 0.61070 -0.52938
O 3.30557 -0.07576 -0.74588
H 1.59939 0.85440 -1.31787
H 2.12864 1.04669 0.46610
*
```

[4]
# C5H10O

The molecule C5H10O (ωB97M-V with the def2-TZVPD basis set, OMol25).

## Properties
Structure (SMILES): C/C=C(/C)CO
Lowest unoccupied orbital energy: 0.917 eV
Calculated total energy: -7391.6769 eV
Orbital gap: 8.78 eV
Energy above the lowest of the compared OMol25 structures with the same formula, charge and spin: 3.088 eV
HOMO: -7.87 eV

```
! RIJCOSX wB97M-V def2-TZVPD def2/J DEFGRID3
* xyz 0 1
C 0.21669 -1.84624 0.04165
C -0.72237 -0.68213 0.21480
C -0.24174 0.58746 0.12875
C -0.02952 1.43090 1.35319
C 0.46041 0.73288 -1.21035
O -0.42641 0.03741 -2.08437
H -0.04367 -2.69480 -0.58622
H 0.24034 -2.19991 1.08506
H 1.23530 -1.51143 -0.17474
H -1.66341 -0.94721 0.66968
H -0.81791 1.30700 2.10106
H 0.18242 2.48905 1.19895
H 0.87454 0.99392 1.81283
H 1.43246 0.23363 -1.27469
H 0.57991 1.76220 -1.57361
H -1.27703 0.30727 -1.70199
*
```

[5]
# C5H10O

The molecule C5H10O (ωB97M-V with the def2-TZVPD basis set, OMol25).

## Properties
Lowest unoccupied orbital energy: 0.983 eV
Calculated total energy: -7391.2890 eV
Orbital gap: 9.17 eV
Energy above the lowest of the compared OMol25 structures with the same formula, charge and spin: 3.476 eV
HOMO: -8.18 eV

```
! RIJCOSX wB97M-V def2-TZVPD def2/J DEFGRID3
* xyz 0 1
C -1.60540 -1.51175 -0.57021
C -0.10197 -1.54577 -0.90085
C 0.30648 -0.09471 -1.07766
C 0.20564 1.90379 0.88553
C 1.49693 1.16366 0.58930
O 1.31071 0.01025 -0.23794
H -2.15759 -1.00280 -1.36776
H -1.80644 -0.97144 0.37030
H -1.98484 -2.53370 -0.45043
H 0.09472 -2.15699 -1.78741
H 0.45758 -1.95400 -0.04516
H -0.63171 1.19617 0.89739
H 0.27578 2.37937 1.87052
H -0.01549 2.65296 0.12398
H 1.85717 0.66248 1.48579
H 2.29843 1.80248 0.21461
*
```

[6]
# C5H10O2

The ion C5H10O2 with charge -1 (ωB97M-V with the def2-TZVPD basis set, OMol25).

## Properties
Expectation value of S²: 0.7532
Lowest unoccupied orbital energy (spin up / spin down): 3.568 / 3.443 eV
Calculated total energy: -9439.8430 eV
Orbital gap (spin up / spin down): 3.03 / 6.66 eV
Energy above the lowest of the compared OMol25 structures with the same formula, charge and spin: 0.690 eV
HOMO (spin up / spin down): 0.54 / -3.22 eV

```
! RIJCOSX wB97M-V def2-TZVPD def2/J DEFGRID3
* xyz -1 2
C -1.20279 1.07664 -1.45832
O -1.63756 2.26448 -0.73830
C -0.00647 0.46481 -0.68903
C -0.26663 -0.00335 0.74102
C 0.24537 -1.47901 0.94142
C 1.76280 -1.53870 1.06066
O 2.35561 -2.59121 1.39557
H -0.85742 1.40340 -2.42841
H -2.03673 0.35898 -1.46724
H -0.80628 2.74730 -0.74212
H 0.72364 1.34128 -0.69960
H 0.51881 -0.30376 -1.26116
H -1.20419 0.15636 1.27492
H 0.51395 0.60619 1.23900
H -0.34717 -2.03740 0.19725
H -0.05026 -1.84308 1.95416
H 2.29533 -0.62290 0.68017
*
```

[7]
# C5H10O2

The ion C5H10O2 with charge -2 (ωB97M-V with the def2-TZVPD basis set, OMol25).

## Properties
Structure (SMILES): [O-]CCCCC[O-]
Lowest unoccupied orbital energy: 7.235 eV
Calculated total energy: -9438.1254 eV
Orbital gap: 6.68 eV
Energy above the lowest of the compared OMol25 structures with the same formula, charge and spin: 0.497 eV
HOMO: 0.56 eV

```
! RIJCOSX wB97M-V def2-TZVPD def2/J DEFGRID3
* xyz -2 1
O 0.98230 3.19516 -1.73425
C 0.61481 1.90931 -1.81581
C 0.32739 1.23998 -0.37678
C -0.12252 -0.21359 -0.30634
C -0.04648 -0.88771 1.06083
C -0.32810 -2.44656 1.28734
O -1.51661 -2.72951 1.87058
H -0.36554 1.75841 -2.35310
H 1.42830 1.29257 -2.27089
H 1.13537 1.46789 0.33074
H -0.47517 1.92538 -0.06338
H 0.36985 -0.85965 -1.04724
H -1.18840 -0.19228 -0.57989
H -0.71176 -0.49802 1.82984
H 0.95990 -0.66934 1.48260
H 0.51002 -2.77101 1.97931
H -0.27312 -2.90632 0.27471
*
```

[8]
# C5H10O2

A structure of composition C5H10O2 (ωB97M-V with the def2-TZVPD basis set, OMol25).

## Properties
Lowest unoccupied orbital energy: 0.895 eV
Calculated total energy: -9437.0368 eV
Orbital gap: 9.47 eV
Energy above the lowest of the compared OMol25 structures with the same formula, charge and spin: 6.006 eV
HOMO: -8.58 eV

```
! RIJCOSX wB97M-V def2-TZVPD def2/J DEFGRID3
* xyz 0 1
C -2.10171 -0.43943 0.64255
C -1.48943 0.36757 -0.47068
O -1.31537 1.67408 -0.29651
C 0.36642 -0.36894 -0.49840
C 1.67566 0.44539 -0.65425
C 1.99612 -0.12820 0.73255
O 0.73050 -0.81154 0.79884
H -3.14346 -0.10588 0.73301
H -2.08104 -1.51144 0.42903
H -1.58241 -0.23349 1.58058
H -1.77037 0.02531 -1.48464
H -0.29987 0.82874 -0.43198
H 0.19954 -1.17165 -1.22429
H 2.32628 0.13253 -1.47306
H 1.55134 1.53390 -0.68635
H 2.10889 0.60251 1.54107
H 2.82891 -0.83948 0.76253
*
```

Q: Which of these has the lowest calculated total energy?
A: number 6

Q: Look up the energy above the lowest of the compared OMol25 structures with the same formula, charge and spin of the fourth one.
A: 3.088 eV

Q: Which value of calculated total energy does entry 4 give?
A: -7391.6769 eV

Q: The lowest energy above the lowest of the compared OMol25 structures with the same formula, charge and spin belongs to which entry?
A: number 7